{"formula": "C5H13NO", "method": "ωB97M-V/def2-TZVPD", "homo_lumo_gap_ev": 10.6, "relative_energy_ev": 1.630, "smiles": "C=CCCCN.O", "elements": ["C", "C", "C", "C", "C", "N", "H", "H", "H", "H", "H", "H", "H", "H", "H", "H", "H", "H", "H", "O"], "coordinates": [[0.497, 0.979, 0.294], [-0.799, 0.953, -0.556], [-1.218, -0.496, -0.939], [-2.546, -0.716, 1.218], [-1.916, -1.235, 0.159], [1.734, 0.510, -0.369], [0.663, 1.984, 0.673], [0.276, 0.245, 1.056], [-0.538, 1.416, -1.525], [-1.644, 1.500, -0.147], [-1.909, -0.333, -1.779], [-0.338, -1.014, -1.313], [-2.914, -1.406, 1.965], [-2.866, 0.317, 1.232], [-1.913, -2.313, 0.006], [1.888, 1.126, -1.171], [1.453, -0.323, -0.879], [3.552, 0.066, 0.306], [4.242, -1.113, 0.875], [4.296, -0.149, 0.896]]}

---

{"formula": "C22H66O21", "method": "ωB97M-V/def2-TZVPD", "homo_lumo_gap_ev": 10.0, "relative_energy_ev": 6.066, "smiles": "OCCO.OCCO.OCCO.OCCO.OCCO.OCCO.OCCO.OCCO.OCCO.OCCO.CCO", "elements": ["C", "C", "O", "H", "H", "H", "H", "H", "H", "C", "C", "O", "O", "H", "H", "H", "H", "H", "H", "C", "C", "O", "O", "H", "H", "H", "H", "H", "H", "C", "C", "O", "O", "H", "H", "H", "H", "H", "H", "C", "C", "O", "O", "H", "H", "H", "H", "H", "H", "C", "C", "O", "O", "H", "H", "H", "H", "H", "H", "C", "C", "O", "O", "H", "H", "H", "H", "H", "H", "C", "C", "O", "O", "H", "H", "H", "H", "H", "H", "C", "C", "O", "O", "H", "H", "H", "H", "H", "H", "C", "C", "O", "O", "H", "H", "H", "H", "H", "H", "C", "C", "O", "O", "H", "H", "H", "H", "H", "H"], "coordinates": [[-5.915, 1.252, -4.753], [-6.647, -0.094, -4.748], [-5.836, -1.008, -4.034], [-6.595, 2.010, -5.141], [-5.055, 1.275, -5.423], [-5.747, 1.648, -3.752], [-6.921, -0.463, -5.736], [-7.600, 0.245, -4.341], [-5.087, -1.426, -4.464], [3.910, 1.054, 4.544], [3.860, 1.185, 6.110], [2.586, 0.980, 6.623], [3.579, 2.285, 3.946], [3.393, 0.301, 3.949], [4.915, 0.799, 4.208], [4.240, 2.154, 6.435], [4.519, 0.451, 6.574], [2.561, 1.597, 7.357], [3.325, 2.861, 4.671], [4.374, 6.210, 0.822], [5.851, 5.732, 0.372], [6.089, 4.294, 0.734], [3.277, 5.271, 0.797], [3.965, 7.026, 0.225], [4.472, 6.618, 1.828], [6.699, 6.313, 0.733], [5.766, 5.731, -0.715], [5.867, 4.169, 1.660], [3.407, 4.567, 1.438], [-1.049, 4.425, 4.051], [-2.045, 5.074, 5.094], [-2.385, 6.377, 4.768], [-1.484, 4.210, 2.723], [-0.634, 3.479, 4.400], [-0.176, 5.072, 3.965], [-1.582, 5.014, 6.079], [-3.026, 4.602, 5.142], [-2.788, 6.367, 3.897], [-1.336, 3.296, 2.470], [-5.577, -4.318, 4.234], [-5.256, -2.846, 4.169], [-4.878, -2.305, 5.436], [-6.401, -4.563, 5.401], [-4.659, -4.875, 4.419], [-6.214, -4.654, 3.416], [-6.193, -2.317, 3.998], [-4.582, -2.654, 3.334], [-3.923, -2.202, 5.457], [-6.171, -3.955, 6.108], [-0.629, -0.982, -0.356], [-1.057, -0.642, -1.822], [-0.039, 0.234, -2.368], [-0.497, 0.122, 0.520], [0.331, -1.496, -0.415], [-1.447, -1.632, -0.048], [-2.077, -0.259, -1.851], [-1.065, -1.602, -2.338], [-0.368, 1.123, -2.218], [0.175, 0.554, -0.012], [-0.586, -6.833, -1.433], [0.313, -7.911, -2.141], [1.606, -7.635, -1.930], [-0.664, -7.073, -0.013], [-1.565, -6.888, -1.908], [-0.127, -5.846, -1.499], [0.159, -8.002, -3.216], [0.238, -8.938, -1.785], [1.742, -7.782, -0.991], [-1.252, -7.818, 0.134], [-2.017, 7.168, -1.969], [-2.067, 5.714, -2.425], [-0.845, 4.962, -2.046], [-0.785, 7.825, -2.401], [-2.135, 7.231, -0.887], [-2.911, 7.612, -2.407], [-2.192, 5.641, -3.506], [-2.924, 5.198, -1.993], [-0.545, 5.441, -1.270], [-0.880, 8.034, -3.333], [4.723, -1.707, -2.987], [5.189, -0.709, -1.871], [5.495, 0.612, -2.501], [3.582, -1.308, -3.821], [4.676, -2.695, -2.529], [5.543, -1.821, -3.697], [6.020, -1.086, -1.275], [4.498, -0.593, -1.035], [5.755, 1.227, -1.811], [2.887, -0.853, -3.340], [0.608, -2.399, -8.925], [-0.077, -3.528, -9.593], [0.378, -4.787, -9.224], [-0.024, -2.164, -7.712], [0.528, -1.458, -9.471], [1.643, -2.619, -8.663], [0.090, -3.525, -10.671], [-1.150, -3.661, -9.454], [0.479, -4.872, -8.273], [0.657, -2.136, -7.036], [0.623, -3.094, 4.742], [1.616, -3.995, 5.519], [2.709, -3.127, 5.850], [0.020, -2.070, 5.531], [-0.092, -3.742, 4.235], [1.025, -2.617, 3.847], [1.840, -4.916, 4.980], [1.035, -4.334, 6.376], [2.353, -2.460, 6.442], [0.588, -1.349, 5.814]]}

---

{"formula": "CH2N2O2", "method": "ωB97M-V/def2-TZVPD", "homo_lumo_gap_ev": 9.6, "relative_energy_ev": 4.335, "smiles": "O=CNN=O", "elements": ["C", "N", "N", "O", "O", "H", "H"], "coordinates": [[0.605, 0.319, -1.026], [1.747, 0.846, 1.140], [0.646, 0.366, 0.623], [1.298, 0.976, -1.693], [1.811, 1.063, 2.308], [-0.268, -0.453, -1.235], [-0.262, -0.024, 1.108]]}

---

{"formula": "C19H45NO14P3", "method": "ωB97M-V/def2-TZVPD", "homo_lumo_gap_ev": 3.6, "total_charge": -1, "elements": ["C", "C", "C", "C", "O", "C", "C", "C", "C", "C", "O", "C", "N", "H", "H", "H", "H", "H", "H", "H", "H", "H", "H", "H", "H", "H", "H", "H", "H", "H", "H", "C", "O", "P", "O", "O", "C", "O", "C", "H", "H", "H", "H", "H", "H", "H", "H", "H", "C", "O", "P", "O", "O", "C", "O", "C", "H", "H", "H", "H", "H", "H", "H", "H", "H", "C", "O", "P", "O", "O", "C", "O", "C", "H", "H", "H", "H", "H", "H", "H", "H", "H"], "coordinates": [[5.222, 0.711, 1.000], [4.793, 0.786, -0.251], [4.637, 0.519, -1.824], [3.065, 0.908, -2.126], [2.494, 1.682, -1.022], [1.062, 1.804, -1.283], [0.355, 0.505, -0.635], [-1.258, 0.540, -0.660], [4.924, -1.021, -2.207], [4.594, -2.109, -1.071], [5.160, -3.392, -1.564], [2.996, -2.408, -0.911], [2.433, -1.875, 0.373], [5.717, 0.792, 2.036], [3.123, 1.652, -3.023], [2.432, 0.007, -2.446], [0.824, 1.930, -2.414], [0.593, 2.729, -0.766], [0.766, 0.399, 0.443], [0.691, -0.460, -1.181], [-1.693, 1.602, -0.755], [-1.607, 0.007, 0.311], [-1.704, -0.065, -1.533], [6.002, -1.156, -2.614], [4.224, -1.264, -3.106], [5.110, -1.930, -0.062], [4.562, -3.792, -2.234], [2.405, -2.086, -1.850], [2.880, -3.565, -0.849], [2.655, -0.869, 0.428], [1.403, -2.025, 0.293], [4.808, -8.727, -5.190], [4.522, -7.399, -4.785], [5.589, -6.235, -5.068], [5.122, -4.872, -4.722], [5.975, -6.432, -6.611], [5.001, -6.079, -7.581], [6.913, -6.721, -4.312], [7.066, -6.356, -2.945], [3.994, -9.082, -5.826], [5.746, -8.802, -5.745], [4.867, -9.365, -4.306], [4.171, -5.519, -7.143], [4.616, -6.991, -8.043], [5.478, -5.466, -8.347], [6.759, -7.189, -2.310], [6.484, -5.469, -2.688], [8.120, -6.140, -2.762], [-6.515, 3.303, 2.210], [-5.366, 2.591, 1.775], [-5.334, 1.954, 0.304], [-4.037, 1.354, -0.076], [-5.821, 3.149, -0.646], [-4.923, 4.228, -0.854], [-6.587, 0.956, 0.276], [-6.381, -0.377, 0.720], [-6.207, 4.300, 2.533], [-7.266, 3.406, 1.423], [-6.959, 2.781, 3.059], [-3.919, 4.002, -0.489], [-5.304, 5.109, -0.333], [-4.874, 4.440, -1.922], [-6.713, -0.471, 1.756], [-5.335, -0.679, 0.645], [-6.978, -1.043, 0.094], [-3.992, 5.523, 8.383], [-5.103, 5.331, 7.521], [-4.863, 5.156, 5.945], [-6.082, 4.829, 5.169], [-3.701, 4.060, 5.851], [-4.036, 2.718, 6.173], [-4.112, 6.501, 5.507], [-4.910, 7.614, 5.133], [-4.018, 4.758, 9.162], [-3.038, 5.456, 7.856], [-4.070, 6.506, 8.852], [-5.116, 2.572, 6.252], [-3.567, 2.455, 7.123], [-3.646, 2.064, 5.391], [-5.001, 8.298, 5.980], [-5.906, 7.314, 4.801], [-4.413, 8.132, 4.311]]}

---

{"formula": "C4H10NO", "method": "ωB97M-V/def2-TZVPD", "homo_lumo_gap_ev": 10.0, "total_charge": 1, "relative_energy_ev": 1.240, "elements": ["C", "C", "C", "C", "N", "O", "H", "H", "H", "H", "H", "H", "H", "H", "H", "H"], "coordinates": [[-2.476, -1.630, 0.101], [-1.141, -1.357, 0.140], [0.558, 1.947, 0.460], [-0.789, -0.075, 0.630], [0.227, 0.509, 0.125], [2.460, -0.201, -1.186], [-2.789, -2.578, -0.247], [-3.195, -0.996, 0.607], [-0.453, -2.036, -0.349], [1.495, 1.884, 1.081], [0.879, 2.575, -0.413], [-0.232, 2.369, 0.999], [-1.621, 0.429, 1.073], [0.992, 0.035, -0.442], [2.816, -1.092, -1.077], [3.269, 0.218, -1.502]]}

---

{"formula": "C6H16NO", "method": "ωB97M-V/def2-TZVPD", "homo_lumo_gap_ev": 6.8, "total_charge": 1, "relative_energy_ev": 6.308, "elements": ["C", "C", "C", "C", "C", "C", "N", "H", "H", "H", "H", "H", "H", "H", "H", "H", "H", "H", "H", "H", "H", "H", "H", "O"], "coordinates": [[0.763, -2.394, -0.426], [0.924, -0.900, -0.094], [0.023, -0.507, 1.470], [-1.297, -0.158, 1.112], [-1.574, 0.997, 0.453], [-2.936, 1.424, 0.083], [2.138, -0.423, -0.050], [1.122, -3.040, 0.378], [-0.248, -2.668, -0.714], [1.421, -2.578, -1.268], [0.388, -0.310, -0.826], [0.648, 0.294, 1.844], [0.207, -1.420, 2.024], [-2.086, -0.873, 1.299], [-0.834, 1.796, 0.526], [-3.073, 1.742, -0.945], [-3.084, 2.326, 0.698], [-3.720, 0.735, 0.396], [2.807, -0.990, 0.491], [1.819, 0.552, -3.475], [1.805, 1.207, -0.185], [2.121, 2.599, 0.298], [1.269, 0.480, -2.981], [1.398, 2.110, -0.109]]}

---

{"formula": "C4H8O", "method": "ωB97M-V/def2-TZVPD", "homo_lumo_gap_ev": [8.9, 8.0], "relative_energy_ev": 4.713, "elements": ["C", "C", "C", "C", "O", "H", "H", "H", "H", "H", "H", "H", "H"], "coordinates": [[-0.629, 1.497, 0.948], [-0.174, 0.412, -1.345], [0.775, -0.727, 0.656], [-0.104, 0.365, 0.111], [-1.048, 2.508, 0.420], [-0.466, 1.602, 2.042], [-0.118, 1.527, -1.641], [-1.284, 0.148, -1.655], [0.491, -0.099, -2.041], [1.751, -0.386, 0.414], [0.628, -1.763, 0.153], [0.524, -0.924, 1.816], [-2.057, -0.333, 0.533]]}

---

{"formula": "C3HI2O2", "method": "ωB97M-V/def2-TZVPD", "homo_lumo_gap_ev": 6.4, "total_charge": -1, "relative_energy_ev": 0.000, "elements": ["C", "C", "C", "O", "O", "I", "I", "H"], "coordinates": [[-1.482, -0.340, -0.690], [0.444, 0.009, -0.135], [1.106, -0.728, 0.800], [1.793, -1.589, 1.250], [0.709, 0.429, 1.244], [-2.188, 1.694, -1.308], [1.659, 1.106, -1.511], [-2.041, -0.581, 0.350]]}

---

{"formula": "C4H12", "method": "ωB97M-V/def2-TZVPD", "homo_lumo_gap_ev": 12.6, "relative_energy_ev": 0.774, "smiles": "CC.CC", "elements": ["C", "C", "H", "H", "H", "H", "H", "H", "C", "C", "H", "H", "H", "H", "H", "H"], "coordinates": [[-0.798, -0.781, -1.741], [-0.067, -1.821, -0.821], [-1.712, -0.345, -1.346], [-0.174, 0.114, -1.756], [-0.815, -1.267, -2.708], [0.472, -2.417, -1.562], [-0.612, -2.584, -0.265], [0.636, -1.325, -0.162], [-0.331, 1.482, 1.488], [1.136, 1.214, 1.172], [-0.856, 2.390, 1.220], [-0.986, 0.800, 0.905], [-0.449, 1.138, 2.517], [1.361, 1.112, 0.107], [1.418, 0.226, 1.533], [1.776, 2.063, 1.421]]}

---

{"formula": "C12H16N2", "method": "ωB97M-V/def2-TZVPD", "homo_lumo_gap_ev": [7.6, 7.6], "relative_energy_ev": 6.012, "elements": ["C", "C", "C", "C", "C", "C", "C", "C", "C", "C", "C", "C", "N", "N", "H", "H", "H", "H", "H", "H", "H", "H", "H", "H", "H", "H", "H", "H", "H", "H"], "coordinates": [[4.110, -0.182, -0.140], [3.484, 0.016, -1.296], [3.399, 0.034, 1.062], [2.065, 0.219, -1.367], [2.012, 0.204, 0.988], [1.286, 0.318, -0.211], [-0.123, 0.279, -0.015], [-1.118, 0.931, 0.568], [-2.473, 0.189, 0.647], [-1.182, 2.411, 0.926], [-1.083, -2.469, 0.731], [-2.635, -0.304, -1.738], [-1.301, -1.581, -0.402], [-2.431, -0.836, -0.418], [5.221, -0.198, -0.188], [3.931, 0.029, -2.333], [3.979, 0.008, 2.028], [1.646, 0.500, -2.366], [1.485, 0.575, 1.917], [-2.499, -0.313, 1.636], [-3.320, 0.969, 0.642], [-0.661, 2.552, 1.817], [-2.160, 2.854, 0.915], [-0.613, 2.929, 0.200], [-0.083, -2.557, 1.008], [-1.917, -2.545, 1.467], [-1.286, -3.526, 0.322], [-2.112, -0.973, -2.473], [-3.680, -0.072, -2.017], [-1.941, 0.540, -1.912]]}

---

{"formula": "C3H9NO", "method": "ωB97M-V/def2-TZVPD", "homo_lumo_gap_ev": 11.1, "relative_energy_ev": 1.944, "smiles": "C=N.CCO", "elements": ["C", "N", "H", "H", "H", "H", "C", "O", "C", "H", "H", "H", "H", "H"], "coordinates": [[2.447, -0.492, 0.554], [2.013, 0.508, 1.191], [1.675, -1.249, 0.376], [3.303, -0.611, -0.106], [2.705, 1.247, 1.286], [0.200, 0.766, -1.040], [-0.990, -0.480, -0.257], [0.018, -0.140, -1.231], [-2.188, 0.436, -0.292], [-1.140, -1.551, -0.337], [-0.502, -0.397, 0.725], [-2.670, 0.391, -1.270], [-2.924, 0.101, 0.445], [-1.947, 1.471, -0.046]]}

---

{"formula": "C5H9NS", "method": "ωB97M-V/def2-TZVPD", "homo_lumo_gap_ev": 9.5, "relative_energy_ev": 3.868, "smiles": "C1CNSC1.C#C", "elements": ["C", "C", "C", "C", "C", "N", "S", "H", "H", "H", "H", "H", "H", "H", "H", "H"], "coordinates": [[-3.180, 0.134, 0.919], [-2.946, -0.590, 0.008], [1.076, 0.316, 0.570], [1.034, -1.096, 0.094], [1.422, 1.306, -0.508], [0.410, -1.032, -1.194], [1.303, 0.362, -1.969], [-3.658, 0.850, 1.596], [-0.499, -0.469, -1.094], [-2.439, -1.379, -0.586], [0.078, 0.551, 0.983], [1.866, 0.270, 1.309], [2.036, -1.507, -0.179], [0.305, -1.663, 0.855], [0.765, 2.168, -0.580], [2.427, 1.781, -0.224]]}

---

no.,total energy (Ha)
1,-328.2589
2,-2457.4696
3,-299.1775
4,-2883.1505
5,-288.1175
6,-367.7506
7,-232.2724
8,-860.6811
9,-159.5565
10,-576.1591
11,-249.6423
12,-648.7110